DFT (ωB97M-V/def2-TZVPD) results for a cluster of 7 separate species, C54H74F14IN4O22 in total.

As for the charge: +1. The frontier orbital gap comes out at 5.84 eV. Its LUMO energy is -5.50 eV. The calculation puts the largest force on an atom at 7.75 eV Å⁻¹. Its total energy is -154320.9988 eV.

Positions of all 169 atoms, in Å:
C -5.639 -1.095 -9.262
C -4.430 -0.656 -9.593
C -2.850 -0.277 -9.768
C -2.489 0.623 -8.436
C -2.113 -0.422 -7.267
C -2.255 0.205 -5.745
C -3.571 -0.559 -5.232
C -4.725 -0.822 -4.626
C -0.899 0.128 -4.814
C -1.006 -0.935 -3.605
C -1.889 -0.461 -2.342
O -1.238 -0.719 -1.037
C -2.092 -1.671 -0.342
O -1.734 -2.863 -0.056
N -0.397 1.541 -4.503
C 1.033 1.358 -4.188
C 1.177 1.391 -2.545
C 0.541 2.708 -1.877
F 0.394 3.818 -2.784
F -0.778 2.364 -1.409
C 1.528 3.245 -0.678
F 2.140 2.129 0.047
F 2.580 3.976 -1.382
C 0.770 4.133 0.438
F 0.002 3.180 1.239
F -0.240 4.963 -0.204
C 1.733 4.954 1.453
F 1.302 4.587 2.802
F 3.130 4.531 1.403
C 1.584 6.565 1.387
F 0.249 7.029 1.744
F 2.438 7.076 2.458
C 2.123 7.255 0.032
F 1.096 7.414 -0.989
F 2.483 8.625 0.391
F 3.307 6.676 -0.515
C -0.930 2.291 -5.607
N -0.621 3.359 -6.347
I -1.767 4.172 -7.884
C 0.655 4.052 -6.052
O 0.785 5.113 -5.348
N 1.929 3.539 -6.677
C 3.025 4.494 -6.268
O 3.774 4.212 -5.276
F 3.217 5.749 -6.982
N -2.277 1.693 -5.939
C -3.253 2.459 -5.038
C -4.555 2.941 -5.856
C -4.855 4.518 -5.920
C -6.103 5.061 -6.754
C -7.092 4.104 -7.560
C -6.820 2.557 -7.471
C -5.563 2.015 -6.633
H -6.519 -1.617 -8.751
H -2.187 -1.209 -9.863
H -2.790 0.433 -10.690
H -3.423 1.263 -8.242
H -1.543 1.217 -8.713
H -2.876 -1.302 -7.356
H -1.075 -0.875 -7.472
H -5.671 -1.032 -3.986
H -0.209 -0.452 -5.561
H -1.419 -1.930 -4.056
H 0.093 -1.191 -3.299
H -2.282 0.616 -2.448
H -2.841 -1.141 -2.338
H -3.161 -1.371 0.016
H 1.497 0.326 -4.479
H 1.780 2.144 -4.556
H 2.331 1.460 -2.367
H 0.845 0.412 -2.046
H 1.843 3.513 -7.713
H -3.473 1.917 -4.049
H -2.684 3.438 -4.741
H -4.156 5.241 -5.359
H -6.335 6.199 -6.843
H -7.959 4.570 -8.172
H -7.520 1.820 -8.040
H -5.425 0.874 -6.649
C 4.324 1.487 2.452
C 4.438 0.549 3.641
O 5.806 0.346 4.013
C 6.391 1.370 4.666
O 5.866 2.420 4.961
O 7.671 1.031 4.909
C 8.439 2.077 5.504
H 4.931 1.123 1.618
H 3.286 1.575 2.125
H 4.689 2.487 2.697
H 4.039 -0.431 3.365
H 3.856 0.906 4.496
H 7.963 2.448 6.415
H 8.583 2.887 4.786
H 9.416 1.669 5.767
C 0.392 10.186 0.946
C -1.006 10.534 1.425
O -1.247 11.944 1.350
C -1.466 12.433 0.113
O -1.482 11.793 -0.914
O -1.638 13.764 0.217
C -1.774 14.425 -1.040
H 1.141 10.764 1.495
H 0.592 9.127 1.082
H 0.522 10.425 -0.113
H -1.104 10.255 2.478
H -1.773 9.983 0.873
H -2.575 13.982 -1.637
H -0.826 14.391 -1.582
H -2.025 15.469 -0.846
C 1.030 -1.574 2.380
C 0.425 -2.892 2.830
O 0.912 -3.272 4.123
C 0.395 -2.590 5.166
O -0.430 -1.707 5.102
O 0.980 -3.044 6.290
C 0.600 -2.328 7.466
H 2.123 -1.622 2.414
H 0.716 -1.334 1.362
H 0.729 -0.752 3.034
H 0.728 -3.682 2.137
H -0.668 -2.859 2.825
H -0.486 -2.306 7.584
H 1.005 -1.314 7.431
H 1.029 -2.842 8.328
C -0.510 -4.128 13.970
C -1.549 -3.330 13.203
O -1.266 -3.323 11.798
C -1.547 -4.466 11.141
O -2.011 -5.472 11.627
O -1.193 -4.303 9.851
C -1.338 -5.483 9.062
H 0.496 -3.758 13.752
H -0.688 -4.060 15.045
H -0.528 -5.183 13.687
H -1.518 -2.288 13.533
H -2.562 -3.698 13.390
H -2.352 -5.884 9.132
H -0.605 -6.231 9.374
H -1.143 -5.218 8.022
C 2.612 -9.858 2.397
C 1.988 -9.604 3.757
O 2.683 -8.569 4.464
C 2.449 -7.313 4.035
O 1.713 -6.995 3.127
O 3.197 -6.474 4.775
C 3.123 -5.114 4.349
H 3.681 -10.071 2.499
H 2.127 -10.700 1.901
H 2.525 -8.983 1.748
H 2.071 -10.509 4.365
H 0.923 -9.366 3.676
H 2.088 -4.767 4.308
H 3.607 -5.002 3.375
H 3.663 -4.502 5.075
C 0.011 -12.565 -3.130
C -0.612 -12.309 -1.769
O 0.085 -11.275 -1.063
C -0.147 -10.018 -1.491
O -0.882 -9.698 -2.397
O 0.606 -9.181 -0.751
C 0.536 -7.821 -1.174
H 1.079 -12.779 -3.029
H -0.476 -13.407 -3.625
H -0.076 -11.690 -3.779
H -0.529 -13.213 -1.161
H -1.677 -12.070 -1.849
H -0.498 -7.470 -1.213
H 1.019 -7.709 -2.148
H 1.078 -7.215 -0.446